DFT (wB97M-V/def2-TZVPD) results for the molecule C7H9N.

The energy above the lowest of the compared OMol25 structures with the same formula, charge and spin is 145.4 kcal/mol. Its SMILES is C#C[C@@]1(C=C)CCN1. For the total energy, the calculation gives -326.65921 Ha.

Last column: natural (NBO) charge in e.
Element x y z (Å)
C 2.95180 -0.50996 -0.03523  -0.196
C 1.78384 -0.43177 0.07219  -0.062
C 0.43144 -0.03136 0.25887  -0.002
C 0.20194 1.47110 0.65016  -0.158
C -0.39500 2.22659 -0.21135  -0.417
C -0.62897 -0.45000 -0.95146  -0.376
C -1.34174 -1.41853 -0.00846  -0.215
N -0.65984 -0.81312 1.07094  -0.613
H 4.04285 -0.71801 -0.36495  0.256
H 0.10857 1.74383 1.85046  0.226
H -0.86361 3.19187 0.22590  0.215
H -0.52229 1.92920 -1.28716  0.200
H -1.13236 0.48935 -1.27165  0.222
H -0.06155 -1.05485 -1.75862  0.220
H -1.07187 -2.59699 -0.18272  0.135
H -2.42631 -1.57367 -0.02686  0.193
H -0.41691 -1.45366 1.96993  0.371